26
Properties=species:S:1:pos:R:3:forces:R:3:mulliken_charge:R:1 method="wB97M-V/def2-TZVPD" lumo_ev="-0.017 / -1.075" molar_mass_g_mol=190.268 total_energy_ha=-933.12233 de_lowest_kcal_mol=112.1
S 2.56983 -0.70238 0.35352 -1.78 0.55 -0.90 0.303
O -1.27906 2.70922 -0.18857 0.19 -0.08 0.10 -0.699
O 2.77869 0.78827 0.22850 0.86 -1.45 -0.14 -0.657
N 0.98119 2.50594 -0.24704 -0.80 -0.81 -0.92 -0.238
N -1.41720 -0.17634 0.15124 0.48 1.72 -0.83 0.276
C -1.74735 0.39005 1.39829 -1.82 3.22 1.45 -1.000
C -1.84850 -1.46994 -0.07879 -0.66 -2.46 -1.09 -1.063
C -0.28623 1.99059 -0.28107 0.10 0.79 -0.68 0.022
C -0.46818 0.48892 -0.56291 1.36 0.59 1.86 1.097
C 0.46310 -0.09512 -1.54680 -1.46 -1.69 -2.38 -1.403
C 1.37160 -1.22765 -1.16051 2.03 0.80 1.20 -0.799
C 1.28904 -0.89448 1.53160 0.57 -0.01 0.31 -0.870
H 1.93091 -1.58492 -2.01531 0.50 0.20 -0.18 0.527
H 1.12314 3.49962 -0.27329 -0.51 0.16 0.02 0.249
H -2.68297 -0.01127 1.94595 1.65 0.17 -1.26 0.358
H 0.90132 -2.07670 -0.76442 -0.93 -1.09 0.72 0.328
H -0.16556 -0.63536 -2.34714 0.40 0.59 0.84 0.467
H -1.74110 -2.16614 0.80084 -0.14 0.86 -0.66 0.371
H 1.00643 0.56980 -2.22895 -0.20 0.57 0.88 0.397
H -1.25308 -1.86618 -0.88473 0.21 -0.56 -0.26 0.382
H 0.94550 -1.93988 1.59499 0.06 0.45 0.02 0.328
H 1.47918 -0.39807 2.50879 -0.03 -0.31 -0.89 0.442
H -0.82873 0.35975 2.04443 -0.71 -0.10 -0.21 0.241
H 1.75321 1.93155 -0.58782 -0.22 0.14 0.81 0.264
H -2.88805 -1.50216 -0.49292 0.49 0.02 0.74 0.298
H -1.98710 1.51286 1.10214 0.37 -2.25 1.47 0.380